1.
The following is a DFT calculation (wB97M-V/def2-TZVPD) of one molecule with the formula C4H7NO.

Summary:
energy above the lowest of the compared OMol25 structures with the same formula, charge and spin: 91.9 kcal per mole
gap between HOMO and LUMO: 9.51 eV
F_max: 0.52 eV/A
calculated total energy: -286.48524 a.u.
HOMO energy: -8.68 eV

Each line ends with the Löwdin charge.
Atoms and positions in Å:
1 O -1.697 0.395 0.978  0.00
2 C -1.286 0.082 -0.309  -0.32
3 C -0.226 0.861 -1.024  -0.06
4 C 1.650 0.225 1.106  0.02
5 N 1.006 -0.741 0.501  -0.09
6 C 0.061 -0.545 -0.583  -0.25
7 H -0.920 0.678 1.481  0.08
8 H -2.124 -0.300 -0.885  0.14
9 H 0.295 1.617 -0.442  0.09
10 H -0.311 1.063 -2.088  0.11
11 H 2.313 -0.275 1.839  0.01
12 H 1.110 -1.723 0.751  0.14
13 H 0.127 -1.337 -1.324  0.14

=====

2.
The following is a DFT calculation (wB97M-V/def2-TZVPD) of C14H22N6OPt as an isolated structure.

Summary:
gap between HOMO and LUMO (spin up / spin down): 8.81 / 6.65 eV
F_max: 0.28 eV/A
total charge: +2
calculated total energy: -1069.22094 a.u.
HOMO energy (spin up / spin down): -14.60 / -15.00 eV
spin multiplicity: 3

Each line ends with the Löwdin charge.
Atoms and positions in Å:
1 Pt -1.031 0.066 1.062  1.26
2 C -2.882 0.690 2.263  -0.14
3 C -2.724 1.798 1.407  -0.09
4 C -1.604 2.652 1.530  -0.06
5 C -0.585 2.324 2.413  -0.07
6 C -0.675 1.142 3.185  -0.10
7 C -1.841 0.350 3.154  -0.16
8 H -3.773 0.079 2.209  0.14
9 H -3.498 2.021 0.686  0.13
10 H -1.532 3.534 0.909  0.13
11 H 0.292 2.950 2.495  0.13
12 H 0.140 0.860 3.839  0.13
13 H -1.932 -0.516 3.794  0.14
14 N -0.780 -6.597 0.725  0.21
15 C -0.895 -5.338 0.321  -0.46
16 N -0.780 -5.046 -0.978  0.21
17 N -1.126 -4.424 1.266  0.14
18 C -1.223 -3.176 1.010  -0.31
19 N -1.393 -2.034 0.840  0.03
20 H -0.630 -7.360 0.088  0.13
21 H -0.877 -6.794 1.707  0.14
22 H -0.645 -5.761 -1.672  0.13
23 H -0.913 -4.102 -1.297  0.12
24 C 2.690 0.075 0.360  0.00
25 N 2.152 0.997 -0.638  -0.06
26 C 3.052 2.018 -1.193  -0.12
27 C 2.249 3.161 -1.776  -0.14
28 C 1.186 2.618 -2.706  -0.12
29 N 0.363 1.630 -1.999  -0.07
30 C -0.913 1.279 -2.617  0.00
31 C 0.900 0.841 -1.061  -0.45
32 O 0.197 -0.131 -0.565  -0.21
33 H 3.773 0.171 0.359  0.10
34 H 2.428 -0.952 0.119  0.10
35 H 2.322 0.313 1.360  0.09
36 H 3.690 1.554 -1.949  0.14
37 H 3.693 2.368 -0.386  0.13
38 H 2.908 3.838 -2.316  0.13
39 H 1.777 3.732 -0.973  0.12
40 H 1.631 2.156 -3.592  0.14
41 H 0.525 3.414 -3.045  0.13
42 H -1.360 2.190 -3.007  0.10
43 H -1.585 0.831 -1.892  0.07
44 H -0.769 0.578 -3.441  0.11

=====

3.
The following is a DFT calculation (wB97M-V/def2-TZVPD) of C4H3LaO as an isolated structure at a distorted geometry.

Summary:
energy above the lowest of the compared OMol25 structures with the same formula, charge and spin: 0.0 kcal per mole
gap between HOMO and LUMO (spin up / spin down): 4.93 / 4.94 eV
F_max: 4.52 eV/A
total charge: +2
calculated total energy: -260.12380 a.u.
HOMO energy (spin up / spin down): -15.83 / -15.83 eV

Each line ends with the Löwdin charge.
Atoms and positions in Å:
1 C -2.684 1.443 0.362  -0.01
2 C -2.087 0.691 -0.432  0.02
3 H -3.268 1.379 1.282  0.07
4 H -1.511 0.564 -1.345  0.08
5 C -1.353 -2.339 -0.006  0.16
6 C -0.520 -1.956 0.835  -0.35
7 O 0.081 -1.042 1.451  -0.31
8 La 0.232 1.508 1.813  2.28
9 H -1.692 -3.120 -0.666  0.06

=====

4.
The following is a DFT calculation (wB97M-V/def2-TZVPD) of C34H36BiClFN6O5S3 as an isolated structure.

Summary:
energy above the lowest of the compared OMol25 structures with the same formula, charge and spin: 16.0 kcal per mole
gap between HOMO and LUMO: 8.46 eV
F_max: 0.41 eV/A
total charge: +1
calculated total energy: -3991.08611 a.u.
HOMO energy: -10.72 eV

Each line ends with the Löwdin charge.
Atoms and positions in Å:
1 Bi 1.223 0.089 -0.239  1.86
2 O 1.421 -0.453 -2.553  -0.72
3 S 0.289 -0.191 -3.566  0.97
4 C 0.968 1.099 -4.666  -0.30
5 C 0.955 0.506 -6.072  -0.23
6 C 1.397 -0.946 -5.890  -0.22
7 C 0.478 -1.499 -4.809  -0.30
8 H 1.979 1.273 -4.299  0.10
9 H 0.371 2.005 -4.552  0.08
10 H 1.588 1.064 -6.759  0.12
11 H -0.064 0.525 -6.468  0.12
12 H 2.432 -0.983 -5.547  0.12
13 H 1.320 -1.523 -6.810  0.12
14 H 0.848 -2.363 -4.261  0.10
15 H -0.524 -1.716 -5.186  0.10
16 F 6.141 -3.509 1.410  0.07
17 C 5.082 -2.777 1.032  -0.27
18 C 5.247 -1.835 0.038  0.00
19 C 4.141 -1.081 -0.335  -0.13
20 C 2.906 -1.266 0.279  -0.40
21 C 2.779 -2.235 1.272  -0.12
22 C 3.867 -2.999 1.655  0.01
23 H 6.216 -1.698 -0.424  0.12
24 H 4.256 -0.347 -1.130  0.10
25 H 1.820 -2.411 1.747  0.10
26 H 3.792 -3.758 2.423  0.12
27 C -3.962 -6.646 1.745  -0.04
28 C -3.023 -5.689 1.058  -0.26
29 C -2.904 -5.671 -0.329  -0.03
30 C -2.048 -4.785 -0.963  -0.04
31 C -1.297 -3.900 -0.200  -0.27
32 C -1.392 -3.908 1.184  -0.05
33 C -2.254 -4.798 1.802  -0.03
34 S -0.190 -2.825 -1.064  0.52
35 O -0.816 -2.474 -2.317  -0.34
36 O 1.113 -3.416 -1.138  -0.27
37 O -0.160 -1.580 -0.155  -0.55
38 H -4.347 -7.389 1.050  0.08
39 H -4.813 -6.111 2.173  0.09
40 H -3.459 -7.165 2.563  0.08
41 H -3.490 -6.362 -0.922  0.12
42 H -1.962 -4.764 -2.041  0.12
43 H -0.793 -3.223 1.767  0.10
44 H -2.320 -4.815 2.885  0.12
45 Cl -4.342 4.743 1.661  0.68
46 C -2.693 4.603 2.178  -0.66
47 C -1.958 5.727 2.506  -0.09
48 C -0.642 5.548 2.898  -0.05
49 C -0.126 4.261 2.940  -0.13
50 N -0.841 3.178 2.637  0.08
51 C -2.108 3.351 2.270  -0.18
52 H -2.409 6.710 2.464  0.11
53 H -0.030 6.397 3.175  0.11
54 H 0.906 4.085 3.227  0.11
55 H -2.678 2.460 2.030  0.10
56 N -1.434 -0.294 2.345  0.14
57 C -0.258 0.096 2.841  -0.69
58 N 0.844 0.274 2.139  -0.06
59 C 1.889 0.729 2.961  -0.32
60 C 3.165 1.106 2.551  -0.04
61 C 4.084 1.521 3.500  -0.07
62 C 3.756 1.557 4.853  -0.08
63 C 2.488 1.195 5.276  -0.08
64 C 1.568 0.801 4.317  -0.47
65 S -0.093 0.348 4.557  1.11
66 H -1.568 -0.322 1.342  0.07
67 H -2.239 -0.308 2.945  0.11
68 H 3.451 1.058 1.508  0.08
69 H 5.077 1.810 3.183  0.11
70 H 4.494 1.875 5.577  0.11
71 H 2.221 1.218 6.325  0.11
72 C -3.991 1.402 -1.557  0.01
73 N -2.859 2.330 -1.620  -0.03
74 C -2.983 3.516 -2.254  -0.04
75 C -1.958 4.387 -2.347  0.00
76 C -0.733 3.980 -1.746  -0.39
77 N -0.600 2.830 -1.107  0.16
78 C -1.648 1.978 -1.003  -0.53
79 O -1.597 0.903 -0.399  -0.08
80 N 0.351 4.775 -1.812  0.17
81 H -4.916 1.970 -1.504  0.10
82 H -3.888 0.786 -0.672  0.09
83 H -4.003 0.750 -2.430  0.10
84 H -3.957 3.727 -2.676  0.14
85 H -2.067 5.339 -2.845  0.11
86 H 0.314 5.675 -2.254  0.11
87 H 1.200 4.473 -1.368  0.11